Record 1
Formula: C86H220N16O27
Source: the Open Molecules 2025 dataset
Level of theory: ωB97M-V/def2-TZVPD

Computed properties:
2S+1 = 1
ΔE to the lowest compared entry with this formula, charge and spin = 12.676 eV

Cartesian coordinates (Å):
C  -6.8105  -4.2305  -7.4753
O  -6.9046  -3.2347  -6.4216
C  -8.0153  -2.3305  -6.4896
C  -8.5773  -2.0830  -5.1022
N  -7.6101  -1.9465  -3.9773
C  -7.1176  -0.5519  -3.9478
C  -8.0246  0.7001  -3.4425
O  -7.7715  1.8324  -4.2927
C  -9.0197  2.3214  -4.8400
H  -6.5768  -3.7248  -8.4122
H  -7.8011  -4.6844  -7.5020
H  -5.9542  -4.8645  -7.2456
H  -8.7382  -2.7947  -7.1604
H  -7.5808  -1.3753  -6.7843
H  -8.9977  -3.0603  -4.8650
H  -9.3884  -1.3547  -5.1061
H  -6.8824  -2.5270  -4.3692
H  -6.6953  -0.3335  -4.9287
H  -6.1818  -0.6121  -3.3922
H  -7.7302  0.9950  -2.4353
H  -9.0637  0.3976  -3.3128
H  -9.6116  1.6043  -5.4087
H  -8.8347  3.0830  -5.5975
H  -9.6960  2.7894  -4.1247
C  1.7671  -2.0379  5.4436
O  1.6732  -0.9109  4.6019
C  1.1078  -1.2668  3.3820
C  1.1928  -0.1056  2.3859
N  0.0593  0.0021  1.4871
C  0.0281  -1.0776  0.4053
C  -1.1772  -0.7514  -0.5320
O  -2.4701  -0.8446  -0.0052
C  -2.9699  0.2941  0.7327
H  0.7951  -2.5222  5.3503
H  2.0336  -1.7726  6.4666
H  2.5439  -2.6830  5.0330
H  0.0621  -1.4926  3.5905
H  1.5002  -2.1958  2.9685
H  2.1497  -0.0705  1.8653
H  1.1363  0.7619  3.0434
H  -0.8277  -0.1356  1.9499
H  0.0407  -2.1210  0.7203
H  0.9069  -0.8093  -0.1812
H  -1.2981  -1.4475  -1.3621
H  -1.0288  0.1683  -1.0980
H  -2.8782  1.1887  0.1168
H  -2.4741  0.5466  1.6700
H  -4.0235  0.1142  0.9465
C  3.4167  5.5426  3.9317
O  3.6766  4.1050  3.7502
C  2.8453  3.1400  4.4719
C  1.3102  3.3758  4.2377
N  0.4338  2.5965  5.0712
C  -1.0176  2.7399  4.7706
C  -1.7914  1.4379  5.2243
O  -1.4476  0.2470  4.4729
C  -2.4843  -0.6244  4.2873
H  4.3418  6.0911  3.7544
H  3.1375  5.6704  4.9775
H  2.6399  5.9801  3.3046
H  3.1837  3.1934  5.5067
H  3.1424  2.1203  4.2269
H  1.1766  3.2762  3.1605
H  1.0433  4.4304  4.3066
H  0.4841  1.5937  4.9627
H  -1.2621  2.8017  3.7101
H  -1.2685  3.6443  5.3249
H  -2.8481  1.6891  5.3154
H  -1.5021  1.2244  6.2533
H  -3.4202  -0.2527  3.8699
H  -2.8884  -1.0324  5.2137
H  -2.0396  -1.4739  3.7690
C  13.3434  4.0947  9.0780
O  13.2980  2.7056  8.7779
C  12.1651  1.9698  9.1990
C  11.0720  1.8233  8.0636
N  9.8990  1.0082  8.5296
C  8.7808  1.2840  7.5257
C  7.5376  0.5030  7.9305
O  6.6522  0.4870  6.8537
C  5.1785  0.5176  7.0985
H  12.4809  4.5284  8.5720
H  14.2377  4.4988  8.6035
H  13.2633  4.1594  10.1631
H  11.7402  2.5843  9.9927
H  12.4769  1.0482  9.6904
H  11.4189  1.3561  7.1419
H  10.7391  2.7890  7.6833
H  9.9772  0.0013  8.5242
H  9.0312  0.9684  6.5129
H  8.4913  2.3287  7.4117
H  7.0061  0.9885  8.7490
H  7.6413  -0.5786  8.0172
H  5.0794  -0.1115  7.9831
H  4.5239  0.0878  6.3403
H  4.7517  1.5006  7.2976
C  -4.1422  -2.9456  -4.2925
O  -3.6414  -1.8045  -5.0379
C  -3.5753  -1.9191  -6.4459
C  -2.8466  -0.7086  -7.0316
N  -3.6087  0.4743  -7.0681
C  -2.9410  1.5855  -7.6086
C  -3.7700  2.9137  -7.7234
O  -4.0792  3.2403  -6.3749
C  -5.2240  2.6389  -5.7039
H  -3.7886  -2.7166  -3.2872
H  -3.6782  -3.8556  -4.6729
H  -5.2315  -2.9855  -4.2938
H  -4.6115  -2.0693  -6.7491
H  -3.1515  -2.8981  -6.6695
H  -2.3264  -0.9077  -7.9686
H  -2.0428  -0.4876  -6.3293
H  -3.9687  0.8069  -6.1850
H  -2.7433  1.2768  -8.6351
H  -1.9960  1.8466  -7.1322
H  -4.6046  3.0212  -8.4161
H  -3.1628  3.7795  -7.9875
H  -5.8183  2.1683  -6.4872
H  -5.7144  3.3719  -5.0633
H  -4.8892  1.8317  -5.0525
C  3.0296  6.5008  -8.0491
O  1.8515  6.0217  -7.6280
C  1.6738  5.6399  -6.2435
C  0.1293  5.4631  -5.9354
N  -0.1999  5.1455  -4.5685
C  -1.6034  4.8290  -4.2646
C  -2.5327  6.0256  -4.2427
O  -1.9765  7.0352  -3.3533
C  -2.6288  8.2862  -3.4837
H  3.3918  7.2116  -7.3064
H  2.8790  6.9792  -9.0168
H  3.8888  5.8358  -8.1366
H  2.1084  6.3975  -5.5914
H  2.3131  4.7575  -6.2146
H  -0.1506  4.5980  -6.5364
H  -0.3249  6.3924  -6.2794
H  -0.0515  5.9645  -3.9964
H  -1.6155  4.3036  -3.3097
H  -1.8856  4.0399  -4.9616
H  -3.5176  5.7597  -3.8588
H  -2.7262  6.3155  -5.2754
H  -2.2451  9.1659  -2.9670
H  -3.6709  8.2760  -3.1642
H  -2.5103  8.6087  -4.5181
C  0.4115  -1.3014  -4.9018
O  1.4107  -2.2993  -4.7482
C  2.6855  -1.6764  -4.4466
C  3.5754  -2.7781  -3.9026
N  3.1302  -3.4131  -2.6388
C  3.2249  -2.7762  -1.3260
C  2.3219  -3.5765  -0.4252
O  1.0419  -3.7140  -1.0881
C  0.0623  -4.5393  -0.3819
H  0.5709  -0.5353  -5.6605
H  0.2674  -0.9352  -3.8853
H  -0.4941  -1.8294  -5.2007
H  2.4679  -1.0455  -3.5849
H  3.0532  -1.0572  -5.2648
H  4.4858  -2.2263  -3.6685
H  3.6002  -3.6138  -4.6020
H  2.1209  -3.4145  -2.6760
H  3.0270  -1.7166  -1.4877
H  4.2270  -2.6628  -0.9125
H  2.3190  -2.9860  0.4910
H  2.7625  -4.5716  -0.3641
H  0.1581  -5.5598  -0.7530
H  -0.9172  -4.1443  -0.6514
H  0.1763  -4.5499  0.7021
C  5.8315  0.2250  -5.9283
O  7.0358  -0.2401  -5.3604
C  7.3258  0.2094  -4.0294
C  8.7984  0.1151  -3.5903
N  8.9887  -0.4679  -2.2540
C  8.3403  0.2630  -1.1936
C  8.5487  -0.3420  0.2193
O  8.1008  0.5524  1.1917
C  6.6435  0.5649  1.4015
H  5.4977  -0.5494  -6.6190
H  5.8966  1.2289  -6.3477
H  5.0831  0.3142  -5.1408
H  6.6229  -0.3703  -3.4311
H  6.9506  1.2287  -3.9375
H  9.3531  1.0533  -3.5771
H  9.2378  -0.5391  -4.3434
H  9.9146  -0.7660  -1.9821
H  7.2657  0.2896  -1.3741
H  8.5389  1.3304  -1.0982
H  9.6084  -0.5360  0.3846
H  8.1371  -1.3509  0.2448
H  6.4977  0.1241  2.3877
H  6.0136  0.1774  0.6007
H  6.3858  1.6227  1.4546
C  -1.7634  4.1903  0.4575
O  -3.0732  3.8552  0.8536
C  -3.6362  4.7335  1.9412
C  -5.1794  4.6392  2.1499
N  -5.5611  4.0069  3.3652
C  -5.2672  2.5473  3.3107
C  -6.1778  1.7651  2.3343
O  -7.5097  1.7915  2.8285
C  -8.4820  1.3301  1.9224
H  -1.6188  5.2396  0.2005
H  -1.2764  3.5276  -0.2579
H  -1.1196  4.1161  1.3339
H  -3.4215  5.7507  1.6135
H  -3.0747  4.6435  2.8711
H  -5.6680  4.1480  1.3083
H  -5.7972  5.5370  2.1665
H  -6.5548  4.1017  3.5188
H  -5.5546  2.2349  4.3146
H  -4.2446  2.2136  3.1343
H  -5.9154  0.7079  2.3721
H  -6.0872  2.0332  1.2816
H  -8.5124  2.0825  1.1343
H  -9.4742  1.3395  2.3735
H  -8.2879  0.3398  1.5104
C  -3.6619  -5.2711  -2.2222
O  -3.4086  -6.0621  -1.0328
C  -4.4681  -6.7883  -0.6730
C  -4.3446  -7.1091  0.8196
N  -5.1162  -6.1271  1.5730
C  -4.7040  -4.7169  1.4148
C  -3.3822  -4.2916  2.0510
O  -3.3244  -4.9357  3.3791
C  -2.1432  -4.6203  4.1772
H  -2.8212  -4.6280  -2.4823
H  -4.4703  -4.5950  -1.9438
H  -3.8704  -5.9261  -3.0681
H  -4.3933  -7.6478  -1.3393
H  -5.3970  -6.3026  -0.9720
H  -3.2683  -7.2068  0.9613
H  -4.8119  -8.0934  0.7896
H  -4.9731  -6.3840  2.5392
H  -5.3769  -4.0369  1.9372
H  -4.7907  -4.3538  0.3908
H  -3.3514  -3.2035  2.1076
H  -2.5418  -4.6373  1.4491
H  -2.4355  -4.3582  5.1940
H  -1.5566  -3.8369  3.6974
H  -1.4341  -5.4066  4.4360
C  2.8757  1.1218  -7.5164
O  3.3081  2.0247  -6.5208
C  2.5364  2.1434  -5.2725
C  3.3685  2.9698  -4.2974
N  2.5564  3.5438  -3.1394
C  1.7934  2.6582  -2.2594
C  2.4618  1.3985  -1.7026
O  3.4360  1.3952  -0.6092
C  3.3248  2.2938  0.4406
H  3.5640  1.1368  -8.3615
H  1.8800  1.4334  -7.8318
H  2.7198  0.0861  -7.2146
H  2.3303  1.1386  -4.9037
H  1.5282  2.5038  -5.4770
H  3.9476  3.7348  -4.8146
H  3.9438  2.2384  -3.7298
H  1.8642  4.1467  -3.5605
H  1.0582  2.3692  -3.0104
H  1.2745  3.2800  -1.5299
H  2.8133  0.8341  -2.5663
H  1.5367  0.9421  -1.3506
H  3.8025  1.8902  1.3334
H  2.2536  2.4935  0.4704
H  3.7863  3.2632  0.2524
C  -10.1921  5.1931  -1.0837
C  -9.3400  6.3939  -0.5150
C  -7.9912  6.6390  -1.2338
O  -7.3056  5.3614  -1.1784
C  -6.3747  5.1362  -2.1340
N  -10.1223  7.5868  -0.7415
H  -11.2494  5.3132  -1.3201
H  -10.0339  4.3154  -0.4571
H  -9.8403  4.7348  -2.0080
H  -9.1311  6.2183  0.5402
H  -7.2802  7.3301  -0.7811
H  -8.1592  7.1640  -2.1741
H  -5.8850  4.1874  -1.9146
H  -5.5855  5.8873  -2.1026
H  -6.8609  5.0177  -3.1023
H  -10.9633  7.3815  -0.2212
H  -9.7423  8.4123  -0.3009
C  6.4479  -4.1109  -2.2221
C  7.7387  -4.6885  -1.5195
C  7.5215  -4.8293  0.0353
O  7.2712  -3.6239  0.7732
C  7.1828  -3.6022  2.2286
N  8.0987  -5.8968  -2.2308
H  6.3914  -4.3269  -3.2890
H  6.3322  -3.0321  -2.1176
H  5.5327  -4.5865  -1.8694
H  8.4992  -3.9132  -1.6122
H  8.4079  -5.3192  0.4382
H  6.7705  -5.5674  0.3170
H  6.6198  -2.7267  2.5521
H  8.0968  -3.5699  2.8216
H  6.5812  -4.4675  2.5070
H  8.0345  -5.6349  -3.2041
H  7.4781  -6.6891  -2.1463
C  -1.1163  -5.9480  -4.7811
C  -0.4497  -6.0101  -6.1689
C  -0.9269  -7.1319  -7.1510
O  -0.8092  -8.4322  -6.6010
C  -1.8942  -9.0235  -5.9702
N  -0.4548  -4.6197  -6.6359
H  -0.9840  -6.8915  -4.2516
H  -2.1671  -5.8000  -5.0302
H  -0.8865  -5.1790  -4.0436
H  0.5387  -6.3231  -5.8323
H  -0.2744  -7.0488  -8.0201
H  -1.9504  -6.9400  -7.4730
H  -2.6622  -9.3428  -6.6747
H  -2.4094  -8.2985  -5.3402
H  -1.5985  -9.8876  -5.3752
H  0.3515  -4.4050  -7.2051
H  -0.3545  -4.0407  -5.8144
C  -0.6709  -3.7783  7.6695
C  0.1042  -4.9931  8.0850
C  0.0698  -5.2964  9.5994
O  0.4866  -4.2260  10.5193
C  1.2338  -4.3816  11.7206
N  -0.1525  -6.0962  7.3222
H  -0.4719  -3.5772  6.6169
H  -0.5246  -2.8480  8.2183
H  -1.7468  -3.9304  7.7547
H  1.1341  -4.6713  7.9307
H  0.7251  -6.1543  9.7497
H  -0.9140  -5.6994  9.8400
H  0.8980  -5.2849  12.2299
H  0.9677  -3.5286  12.3449
H  2.3209  -4.4234  11.6534
H  0.3038  -6.9052  7.7189
H  -1.1146  -6.3797  7.2032
C  1.2013  3.1162  8.3283
C  1.5383  1.6354  8.5995
C  0.2741  0.8637  9.1521
O  0.1162  1.4630  10.4156
C  -0.5689  0.6363  11.4371
N  2.0137  1.0900  7.3310
H  0.8658  3.4187  9.3203
H  0.3616  3.4440  7.7155
H  2.0583  3.7794  8.2106
H  2.2852  1.4894  9.3799
H  0.6333  -0.1545  9.3016
H  -0.5768  0.7978  8.4741
H  0.1826  -0.1338  11.6113
H  -1.5128  0.4329  10.9314
H  -0.6420  1.2522  12.3334
H  1.5559  0.2215  7.0938
H  1.7156  1.7515  6.6284

Record 2
Formula: C25H49BO5S2Si2
Source: the Open Molecules 2025 dataset
Level of theory: ωB97M-V/def2-TZVPD

Computed properties:
SMILES string = CB(O)[SiH2]CCCCCCCC[Si](C)(C)c1ccccc1.O=S1(=O)CCCC1.O=S1(=O)CCCC1
2S+1 = 1

Cartesian coordinates (Å):
C  -0.0218  -6.8406  4.8943
B  -0.6918  -5.3583  5.1648
O  -1.1848  -5.0523  6.5085
Si  -0.7864  -4.0233  3.7267
C  0.4701  -4.5565  2.3797
C  -0.1378  -4.5095  0.8549
C  0.7281  -3.4161  0.0647
C  0.5254  -3.4038  -1.5245
C  1.2915  -2.0685  -2.0702
C  2.8699  -2.0536  -1.6680
C  3.2981  -0.7784  -0.7863
C  3.3897  -1.0480  0.7962
Si  3.1964  0.5954  1.8233
C  4.1361  0.3565  3.4997
C  3.9130  1.9888  0.7303
C  1.3466  0.7923  2.2678
C  0.2296  0.3870  1.2762
C  -1.2613  0.5079  1.6614
C  -1.6439  1.0414  3.0573
C  -0.5767  1.5138  4.0990
C  0.9189  1.3718  3.6680
H  -0.0937  -7.1241  3.7777
H  -0.5725  -7.6461  5.4852
H  1.1105  -6.8005  5.1190
H  -0.5460  -4.3629  6.8263
H  -2.1416  -3.7661  3.2404
H  -0.3053  -2.7439  4.3118
H  0.9463  -5.5799  2.5356
H  1.3410  -3.7940  2.4300
H  0.0572  -5.5558  0.4207
H  -1.2548  -4.2699  0.8712
H  0.4898  -2.3697  0.4529
H  1.8325  -3.6265  0.3321
H  0.9181  -4.3520  -2.0493
H  -0.5847  -3.2557  -1.7737
H  1.1437  -2.0052  -3.2133
H  0.7763  -1.1436  -1.6377
H  3.4268  -1.9438  -2.6775
H  3.2006  -3.0601  -1.2418
H  4.3636  -0.4933  -1.1296
H  2.6321  0.1030  -1.0684
H  4.4321  -1.5107  0.9967
H  2.6225  -1.7881  1.2043
H  3.9580  1.2986  4.1353
H  3.6194  -0.5002  4.0828
H  5.2379  0.0975  3.3683
H  4.8697  1.6310  0.1869
H  3.1514  2.1796  -0.1203
H  4.0934  2.9257  1.3573
H  0.5273  -0.0044  0.2521
H  -2.0821  0.1968  0.9257
H  -2.7321  1.1143  3.3868
H  -0.9231  1.8968  5.1096
H  1.6850  1.7228  4.4496
C  -0.8948  4.2454  -1.9511
C  -0.0438  5.3762  -1.3687
C  1.3644  4.8216  -1.1428
S  1.5867  3.5181  -2.3481
O  1.7073  2.2586  -1.6468
O  2.5489  3.9443  -3.3395
C  -0.0493  3.6175  -3.0511
H  -1.8437  4.6113  -2.3362
H  -1.1078  3.5051  -1.1734
H  -0.0028  6.2061  -2.0821
H  -0.4682  5.7637  -0.4398
H  2.1276  5.5861  -1.2925
H  1.4671  4.3834  -0.1481
H  -0.3910  2.6238  -3.3409
H  0.0035  4.2683  -3.9273
C  -6.0326  2.2521  -4.2457
C  -4.9767  1.9550  -5.3127
C  -3.6708  2.6119  -4.8610
S  -3.7308  2.6664  -3.0733
O  -3.7861  4.0489  -2.6575
O  -2.7639  1.7357  -2.5355
C  -5.3621  1.9636  -2.9089
H  -6.9298  1.6455  -4.3832
H  -6.3248  3.3059  -4.2988
H  -4.8357  0.8724  -5.3941
H  -5.2818  2.3201  -6.2957
H  -2.8001  2.0357  -5.1760
H  -3.5909  3.6368  -5.2277
H  -5.8785  2.4159  -2.0626
H  -5.2478  0.8891  -2.7498

Record 3
Formula: C12H15IO
Source: the Open Molecules 2025 dataset
Level of theory: ωB97M-V/def2-TZVPD

Computed properties:
SMILES string = C=C1/C(=C\I)[C@H]2CC[C@@H]1C2.C=C=CO
2S+1 = 1
ΔE to the lowest compared entry with this formula, charge and spin = 3.215 eV

Cartesian coordinates (Å):
C  0.3478  -2.6664  1.8599
C  0.9729  -2.8794  0.7650
C  0.0204  1.3455  0.6179
C  0.4653  1.4144  -0.7993
C  -2.0319  0.2311  0.0903
C  -1.5000  0.1232  -1.3205
C  -1.6551  2.4844  -0.7764
C  -1.4962  1.6344  0.5253
C  -0.7845  1.4498  -1.5678
C  0.5948  0.8454  1.7387
C  1.9078  -2.8947  -0.1154
C  1.6699  1.2276  -1.2868
O  3.1510  -3.4769  0.2297
I  3.5691  1.3065  -0.3787
H  -0.2678  -3.5559  2.0994
H  -3.1859  0.2926  0.1084
H  -1.6408  -0.4610  0.7775
H  -0.8238  -0.7501  -1.6658
H  -2.3382  0.0555  -2.0278
H  -2.6384  2.6167  -1.2885
H  -1.0578  3.4271  -0.6926
H  -2.0312  1.9717  1.3786
H  -0.4956  1.7060  -2.5621
H  0.2692  -1.6248  2.1882
H  0.3421  0.6233  2.7466
H  1.6719  0.5940  1.6867
H  2.0044  -2.6744  -1.1747
H  1.8211  1.2731  -2.3836
H  3.1394  -3.6386  1.2281

Record 4
Formula: C12H10N4S2TeTi
Source: the Open Molecules 2025 dataset
Level of theory: ωB97M-V/def2-TZVPD

Computed properties:
2S+1 = 1
ΔE to the lowest compared entry with this formula, charge and spin = 0.000 eV
net charge = +2

Cartesian coordinates (Å):
Ti  -0.2014  -0.6622  0.5910
S  0.4436  -1.0656  2.6606
C  -1.2020  -1.6417  2.5705
C  -2.0841  -1.2075  3.6186
N  -2.7635  -0.8191  4.4597
C  -1.7363  -2.3096  1.4857
S  -0.8677  -2.6863  0.0173
C  -3.1531  -2.5445  1.4484
N  -4.2857  -2.7351  1.4175
C  -1.7275  2.8015  -0.4630
Te  -2.4023  1.1517  0.7055
C  -3.7061  0.3939  -0.8013
H  -1.3591  2.4564  -1.4243
H  -0.9661  3.3371  0.0984
H  -2.5957  3.4431  -0.5943
H  -4.4760  1.1545  -0.9129
H  -4.1507  -0.5330  -0.4506
H  -3.1583  0.2581  -1.7281
N  6.4653  0.7883  -2.3102
C  5.4229  0.5548  -1.8895
C  4.1198  0.2643  -1.3666
C  3.1811  1.2874  -1.2201
C  1.9457  0.9753  -0.7129
N  1.6108  -0.2858  -0.3449
C  2.5268  -1.2728  -0.4921
C  3.7822  -1.0371  -0.9967
H  3.4220  2.3036  -1.4990
H  1.1919  1.7442  -0.5837
H  2.2326  -2.2673  -0.1834
H  4.4907  -1.8469  -1.0998

HOMO for the records above, in order: -8.234 -8.473 -8.540 -17.037 eV
Frontier orbital gap for the records above, in order: 8.7 8.8 9.0 7.7 eV
Energy for the records above, in order: -6315.100140 -2758.195325 -839.006120 -2595.508748 hartree